Entry 1:
# C18H15BrClN5O

An isolated molecule of C18H15BrClN5O (the ωB97M-V functional and the def2-TZVPD basis, the Open Molecules 2025 dataset).

Bonds (Å) are listed after each position.
Element x y z (Å)
1 C 2.14326 -2.75196 1.01352  C2 1.572, H27 1.159, H28 1.142, H29 1.087
2 C 2.31848 -1.21369 0.73826  C1 1.572, N3 1.532, C11 1.583, H30 1.078
3 N 3.52503 -0.91877 1.63444  C2 1.532, C4 1.423, H31 1.046
4 C 4.78549 -0.66209 1.02622  N3 1.423, C5 1.400, N10 1.310
5 C 5.11465 -0.93771 -0.30647  C4 1.400, N6 1.357, H32 1.018
6 N 6.35273 -0.66833 -0.79102  C5 1.357, C7 1.307
7 C 7.17126 -0.07304 0.03644  N6 1.307, C8 1.461, H33 1.133
8 C 6.74074 0.32776 1.37378  C7 1.461, Cl9 1.800, N10 1.328
9 Cl 7.76489 1.19602 2.57280  C8 1.800
10 N 5.49554 0.13025 1.79064  C4 1.310, C8 1.328
11 C 1.09050 -0.50178 1.43971  C2 1.583, C12 1.376, C26 1.424
12 C 0.92360 -0.48049 2.80489  C11 1.376, C13 1.376, H34 1.066
13 C 0.09946 0.39366 3.47582  C12 1.376, C14 1.409, H35 1.175
14 C -0.74742 1.28841 2.79143  C13 1.409, C15 1.443, H36 1.081
15 C -0.80074 1.14751 1.35586  C14 1.443, N16 1.415, C26 1.414
16 N -1.71223 1.82231 0.50903  C15 1.415, C17 1.326, H37 1.043
17 C -2.87770 2.41761 0.72356  N16 1.326, O18 1.280, C19 1.440
18 O -3.27780 2.34540 1.93759  C17 1.280
19 C -3.76771 2.64525 -0.38530  C17 1.440, C20 1.405, C25 1.464
20 C -5.11381 3.02619 -0.25125  C19 1.405, N21 1.340, H38 1.087
21 N -5.96590 3.21002 -1.26928  C20 1.340, C22 1.343
22 C -5.51147 2.92779 -2.50168  N21 1.343, C23 1.376, H39 1.111
23 C -4.19519 2.60065 -2.73551  C22 1.376, Br24 1.864, C25 1.303
24 Br -3.79956 2.22287 -4.51762  C23 1.864
25 C -3.37195 2.33742 -1.76089  C19 1.464, C23 1.303, H40 1.090
26 C 0.13265 0.28422 0.73791  C11 1.424, C15 1.414, H41 1.163
27 H 1.16472 -3.30563 0.73266  C1 1.159
28 H 2.21154 -2.75265 2.15383  C1 1.142
29 H 3.03468 -3.24185 0.63117  C1 1.087
30 H 2.30926 -0.94630 -0.30579  C2 1.078
31 H 3.33480 -0.25563 2.42110  N3 1.046
32 H 4.41667 -1.36060 -0.91518  C5 1.018
33 H 8.15459 0.27090 -0.40939  C7 1.133
34 H 1.59764 -1.00146 3.44497  C12 1.066
35 H 0.15941 0.50791 4.64406  C13 1.175
36 H -1.41492 1.90454 3.37810  C14 1.081
37 H -1.46216 1.60343 -0.47920  N16 1.043
38 H -5.62385 3.16109 0.69865  C20 1.087
39 H -6.32122 2.98527 -3.26025  C22 1.111
40 H -2.46915 1.80477 -2.05962  C25 1.090
41 H 0.08745 0.20698 -0.42172  C26 1.163

**F_max**: 6.9 eV Å⁻¹
**SMILES string**: C[C@H](Nc1cncc(Cl)n1)c1cccc(NC(=O)c2cncc(Br)c2)c1
**LUMO level**: -0.69 eV
**Relative energy (zero: lowest compared OMol25 entry of this formula, charge and spin)**: 95.8 kJ/mol
**HOMO-LUMO gap**: 8.14 eV
**HOMO energy**: -8.83 eV


Entry 2:
# C18H15BrN2O

An isolated molecule of C18H15BrN2O (the ωB97M-V functional and the def2-TZVPD basis, the Open Molecules 2025 dataset).

Bonds (Å) are listed after each position.
Element x y z (Å)
1 O -0.27204 2.78963 0.65186  C2 1.255
2 C 0.41224 1.73858 0.62172  O1 1.255, C3 1.478, C11 1.585
3 C 1.48061 1.57163 1.62945  C2 1.478, C4 1.389, C8 1.377
4 C 1.55436 2.51474 2.64704  C3 1.389, C5 1.414, H23 1.099
5 C 2.54270 2.42471 3.65439  C4 1.414, C6 1.394, H24 1.079
6 C 3.39021 1.31852 3.64141  C5 1.394, C7 1.421, H25 1.091
7 C 3.19344 0.28066 2.69141  C6 1.421, C8 1.397, H26 1.068
8 C 2.27290 0.44518 1.65295  C3 1.377, C7 1.397, C9 1.511
9 C 2.10954 -0.59468 0.56950  C8 1.511, C10 1.542, H27 1.091, H28 1.102
10 C 0.64318 -0.70813 0.10762  C9 1.542, C11 1.531, H29 1.098, H30 1.099
11 C 0.12564 0.61632 -0.46085  C2 1.585, C10 1.531, N12 1.483, C15 1.539
12 N 0.87405 1.02125 -1.67554  C11 1.483, N13 1.279
13 N 0.11198 1.62820 -2.50408  N12 1.279, C14 1.450
14 C -1.27148 1.58212 -2.07203  N13 1.450, C15 1.525, H31 1.110, H32 1.074
15 C -1.34929 0.60655 -0.90190  C11 1.539, C14 1.525, C16 1.515, H33 1.107
16 C -1.90495 -0.72611 -1.36120  C15 1.515, C17 1.422, C22 1.391
17 C -1.40869 -1.33264 -2.54762  C16 1.422, C18 1.382, H34 1.081
18 C -1.89339 -2.56566 -2.94141  C17 1.382, C19 1.433, H35 1.104
19 C -2.93237 -3.22023 -2.20216  C18 1.433, Br20 1.936, C21 1.409
20 Br -3.66075 -4.92347 -2.76379  C19 1.936
21 C -3.39347 -2.62687 -1.01053  C19 1.409, C22 1.414, H36 1.103
22 C -2.87995 -1.37241 -0.60908  C16 1.391, C21 1.414, H37 1.100
23 H 0.91516 3.40801 2.67520  C4 1.099
24 H 2.73426 3.16496 4.41627  C5 1.079
25 H 4.10706 1.23336 4.45899  C6 1.091
26 H 3.78668 -0.60455 2.76175  C7 1.068
27 H 2.45077 -1.56858 0.92337  C9 1.091
28 H 2.76059 -0.36073 -0.28835  C9 1.102
29 H 0.62791 -1.50289 -0.64983  C10 1.098
30 H 0.04613 -1.03245 0.97147  C10 1.099
31 H -1.88032 1.22795 -2.92996  C14 1.110
32 H -1.61509 2.57480 -1.84758  C14 1.074
33 H -2.03027 1.05545 -0.15367  C15 1.107
34 H -0.62267 -0.89696 -3.14764  C17 1.081
35 H -1.53852 -3.08138 -3.85063  C18 1.104
36 H -4.18056 -3.16385 -0.45527  C21 1.103
37 H -3.30562 -0.92105 0.29874  C22 1.100

**F_max**: 3.3 eV Å⁻¹
**SMILES string**: O=C1c2ccccc2CC[C@]12N=NC[C@H]2c1ccc(Br)cc1
**LUMO level**: -0.35 eV
**HOMO-LUMO gap**: 8.74 eV
**HOMO energy**: -9.09 eV


Entry 3:
# C18H15ClN2O3

An isolated molecule of C18H15ClN2O3 (the ωB97M-V functional and the def2-TZVPD basis, the Open Molecules 2025 dataset).

Bonds (Å) are listed after each position.
Element x y z (Å)
1 O -0.64908 -3.49359 0.37606  C2 1.214
2 C -0.39261 -2.39958 -0.08287  O1 1.214, N3 1.351, C15 1.501
3 N 0.80135 -2.07359 -0.62463  C2 1.351, C4 1.445, H25 1.008
4 C 1.99599 -2.86182 -0.42911  N3 1.445, C5 1.543, H26 1.092, H27 1.091
5 C 2.76534 -2.39976 0.82613  C4 1.543, C6 1.494, H28 1.091, H29 1.092
6 C 2.77872 -0.90894 0.92614  C5 1.494, C7 1.365, C14 1.431
7 C 2.11015 -0.15657 1.84806  C6 1.365, N8 1.370, H30 1.073
8 N 2.27555 1.17730 1.58421  C7 1.370, C9 1.365, H31 1.006
9 C 3.05732 1.31388 0.47411  N8 1.365, C10 1.389, C14 1.417
10 C 3.49029 2.45563 -0.18810  C9 1.389, C11 1.378, H32 1.080
11 C 4.27580 2.28424 -1.30678  C10 1.378, C12 1.398, H33 1.080
12 C 4.62936 1.00883 -1.75734  C11 1.398, C13 1.376, H34 1.080
13 C 4.20277 -0.12622 -1.10656  C12 1.376, C14 1.396, H35 1.080
14 C 3.39840 0.01383 0.02525  C6 1.431, C9 1.417, C13 1.396
15 C -1.40470 -1.29180 -0.12752  C2 1.501, C16 1.388, C21 1.399
16 C -1.02709 0.02100 0.11819  C15 1.388, C17 1.393, H36 1.078
17 C -1.96830 1.04806 0.13764  C16 1.393, Cl18 1.722, C19 1.377
18 Cl -1.49253 2.67106 0.46332  C17 1.722
19 C -3.28379 0.72404 -0.10678  C17 1.377, C20 1.399, O24 1.363
20 C -3.65754 -0.60318 -0.34395  C19 1.399, C21 1.372, O22 1.365
21 C -2.74464 -1.62725 -0.34819  C15 1.399, C20 1.372, H37 1.076
22 O -5.00621 -0.65285 -0.54706  C20 1.365, C23 1.412
23 C -5.47390 0.67377 -0.42822  O22 1.412, O24 1.413, H38 1.101, H39 1.101
24 O -4.38248 1.52858 -0.15317  C19 1.363, C23 1.413
25 H 0.94797 -1.12786 -0.94017  N3 1.008
26 H 2.61881 -2.75830 -1.31979  C4 1.092
27 H 1.69065 -3.90343 -0.31754  C4 1.091
28 H 2.27412 -2.80397 1.71225  C5 1.091
29 H 3.78227 -2.79428 0.78190  C5 1.092
30 H 1.52095 -0.48234 2.68419  C7 1.073
31 H 1.88925 1.93212 2.12473  N8 1.006
32 H 3.21851 3.43955 0.16455  C10 1.080
33 H 4.62967 3.14955 -1.84712  C11 1.080
34 H 5.25200 0.91988 -2.63544  C12 1.080
35 H 4.48941 -1.10577 -1.45936  C13 1.080
36 H -0.00090 0.27078 0.33532  C16 1.078
37 H -3.03136 -2.65211 -0.50979  C21 1.076
38 H -5.95448 0.98305 -1.36981  C23 1.101
39 H -6.20565 0.73652 0.39260  C23 1.101

**F_max**: 1.3 eV Å⁻¹
**SMILES string**: O=C(NCCc1c[nH]c2ccccc12)c1cc(Cl)c2c(c1)OCO2
**LUMO level**: 0.58 eV
**Relative energy (zero: lowest compared OMol25 entry of this formula, charge and spin)**: 144.7 kJ/mol
**HOMO-LUMO gap**: 8.71 eV
**HOMO energy**: -8.13 eV


Entry 4:
# C18H15F2NO3S

An isolated molecule of C18H15F2NO3S (the ωB97M-V functional and the def2-TZVPD basis, the Open Molecules 2025 dataset).

Bonds (Å) are listed after each position.
Element x y z (Å)
1 C -4.53833 2.82952 -2.52744  C2 1.534, H26 1.114, H27 1.096, H28 1.084
2 C -4.37498 1.50867 -3.28963  C1 1.534, C3 1.508, O4 1.445, H29 1.108
3 C -5.29067 0.46114 -2.70872  C2 1.508, H30 1.090, H31 1.101, H32 1.081
4 O -3.01318 1.06168 -3.10818  C2 1.445, C5 1.355
5 C -1.99903 1.80648 -3.60985  O4 1.355, O6 1.219, C7 1.522
6 O -2.11892 2.69046 -4.44013  C5 1.219
7 C -0.60598 1.59784 -3.03279  C5 1.522, C8 1.433, C10 1.376
8 C 0.47663 2.32222 -3.63083  C7 1.433, N9 1.164
9 N 1.39082 2.87639 -4.09213  C8 1.164
10 C -0.39854 0.73651 -1.98038  C7 1.376, C11 1.469, H33 1.092
11 C 0.85727 0.36563 -1.31457  C10 1.469, C12 1.354, O25 1.357
12 C 2.14246 0.66206 -1.62032  C11 1.354, C13 1.473, H34 1.100
13 C 2.97681 0.12269 -0.53255  C12 1.473, C14 1.352, H35 1.096
14 C 2.07034 -0.33713 0.35834  C13 1.352, C15 1.458, O25 1.346
15 C 2.27100 -0.78115 1.73298  C14 1.458, C16 1.403, C24 1.398
16 C 3.43991 -0.41790 2.41924  C15 1.403, C17 1.389, H36 1.080
17 C 3.62395 -0.81588 3.73676  C16 1.389, C18 1.417, H37 1.086
18 C 2.69121 -1.67428 4.37035  C17 1.417, S19 1.739, C23 1.415
19 S 2.99522 -2.21732 5.99468  C18 1.739, C20 1.822
20 C 3.29051 -4.00302 5.78918  S19 1.822, F21 1.348, F22 1.329, H38 1.073
21 F 4.39602 -4.21606 5.04747  C20 1.348
22 F 2.27175 -4.58297 5.16230  C20 1.329
23 C 1.51644 -2.03304 3.66737  C18 1.415, C24 1.370, H39 1.104
24 C 1.35526 -1.62387 2.37020  C15 1.398, C23 1.370, H40 1.110
25 O 0.81283 -0.27428 -0.11849  C11 1.357, C14 1.346
26 H -5.60947 3.12915 -2.59001  C1 1.114
27 H -4.21883 2.81434 -1.47864  C1 1.096
28 H -3.90945 3.57604 -2.99780  C1 1.084
29 H -4.64250 1.62841 -4.35838  C2 1.108
30 H -4.94312 0.22767 -1.70203  C3 1.090
31 H -6.31789 0.84989 -2.62682  C3 1.101
32 H -5.27408 -0.43305 -3.31669  C3 1.081
33 H -1.31342 0.30580 -1.56908  C10 1.092
34 H 2.51007 1.15587 -2.53153  C12 1.100
35 H 4.06724 0.16843 -0.42803  C13 1.096
36 H 4.23850 0.13496 1.94719  C16 1.080
37 H 4.52283 -0.49797 4.25675  C17 1.086
38 H 3.42111 -4.43900 6.76123  C20 1.073
39 H 0.76393 -2.67271 4.16100  C23 1.104
40 H 0.46628 -2.01221 1.83000  C24 1.110

**F_max**: 2.2 eV Å⁻¹
**SMILES string**: CC(C)OC(=O)/C(C#N)=C/c1ccc(-c2ccc(SC(F)F)cc2)o1
**LUMO level**: -0.88 eV
**HOMO-LUMO gap**: 7.59 eV
**HOMO energy**: -8.47 eV